C66H154 | ωB97M-V with the def2-TZVPD basis set

Output
calculated total energy = -2606.93929 Eh
energy above the lowest of the compared OMol25 structures with the same formula, charge and spin = 268.3 kJ/mol
frontier orbital gap = 11.0 eV

Cartesian coordinates (Å):
C -1.65 -22.23 -14.01
C -2.18 -23.62 -13.71
C -2.19 -24.00 -12.20
C -3.09 -23.15 -11.31
C -3.04 -23.47 -9.84
C -3.93 -22.64 -8.99
H -2.30 -21.47 -13.57
H -1.60 -22.01 -15.08
H -0.65 -22.13 -13.59
H -3.21 -23.76 -14.04
H -1.60 -24.34 -14.28
H -1.16 -24.00 -11.86
H -2.47 -25.05 -12.19
H -2.86 -22.09 -11.44
H -4.08 -23.35 -11.73
H -3.30 -24.52 -9.75
H -2.04 -23.40 -9.42
H -3.79 -22.89 -7.94
H -3.75 -21.56 -8.99
H -4.96 -22.80 -9.31
C -5.90 -19.73 -19.92
C -4.47 -19.27 -20.15
C -4.16 -17.86 -20.64
C -2.88 -17.57 -21.39
C -1.63 -17.71 -20.59
C -0.32 -17.71 -21.43
H -6.16 -19.34 -18.94
H -5.92 -20.82 -19.92
H -6.49 -19.28 -20.71
H -3.92 -19.47 -19.23
H -4.07 -19.95 -20.90
H -4.29 -17.08 -19.89
H -4.95 -17.63 -21.36
H -2.86 -18.34 -22.16
H -2.97 -16.58 -21.83
H -1.60 -16.82 -19.96
H -1.69 -18.58 -19.93
H 0.47 -17.77 -20.68
H -0.24 -18.54 -22.13
H -0.17 -16.76 -21.94
C -5.59 -23.10 -22.23
C -6.65 -24.05 -22.77
C -6.15 -25.26 -23.70
C -5.30 -24.84 -24.95
C -6.15 -24.14 -26.05
C -5.25 -23.63 -27.16
H -5.99 -22.28 -21.63
H -5.05 -22.56 -23.00
H -4.90 -23.62 -21.56
H -7.21 -24.38 -21.90
H -7.35 -23.50 -23.39
H -7.08 -25.74 -24.03
H -5.61 -26.04 -23.16
H -4.60 -24.07 -24.67
H -4.70 -25.66 -25.35
H -6.97 -24.78 -26.38
H -6.68 -23.31 -25.58
H -5.83 -23.48 -28.07
H -4.84 -22.64 -26.97
H -4.49 -24.35 -27.48
C -3.50 -19.44 -15.45
C -3.71 -17.95 -15.13
C -3.21 -16.99 -16.19
C -3.56 -15.48 -16.12
C -3.06 -14.71 -14.88
C -3.39 -13.26 -15.06
H -3.92 -19.69 -16.42
H -3.93 -20.14 -14.73
H -2.44 -19.62 -15.62
H -4.77 -17.78 -14.97
H -3.17 -17.70 -14.22
H -3.49 -17.37 -17.17
H -2.13 -17.13 -16.22
H -3.22 -14.96 -17.02
H -4.64 -15.30 -16.17
H -3.48 -15.04 -13.93
H -1.98 -14.82 -14.77
H -2.89 -13.02 -16.00
H -4.46 -13.18 -15.27
H -3.16 -12.56 -14.26
C 1.48 -18.42 -18.05
C 1.54 -19.63 -17.18
C 0.71 -19.51 -15.90
C 1.45 -18.68 -14.77
C 0.60 -18.51 -13.49
C 1.25 -17.71 -12.41
H 1.95 -17.53 -17.65
H 0.45 -18.15 -18.28
H 2.02 -18.69 -18.96
H 1.25 -20.51 -17.76
H 2.56 -19.92 -16.91
H 0.50 -20.48 -15.47
H -0.26 -19.07 -16.17
H 2.42 -19.07 -14.47
H 1.56 -17.66 -15.13
H -0.34 -17.99 -13.68
H 0.24 -19.45 -13.06
H 0.63 -17.80 -11.51
H 2.22 -18.08 -12.08
H 1.20 -16.64 -12.59
C 1.58 -23.67 -16.09
C 1.97 -25.21 -15.96
C 0.84 -26.22 -16.25
C 0.08 -26.21 -17.64
C -1.00 -27.21 -17.89
C -0.75 -28.70 -17.51
H 2.28 -23.04 -15.55
H 0.59 -23.48 -15.67
H 1.47 -23.37 -17.13
H 2.73 -25.35 -16.72
H 2.47 -25.41 -15.01
H 0.10 -26.14 -15.45
H 1.19 -27.23 -16.08
H -0.35 -25.22 -17.46
H 0.85 -26.26 -18.42
H -1.92 -26.82 -17.44
H -1.18 -27.25 -18.96
H 0.11 -29.13 -18.03
H -0.56 -28.80 -16.44
H -1.63 -29.32 -17.66
C -7.45 -28.49 -16.28
C -7.98 -27.04 -16.33
C -7.18 -26.07 -15.43
C -7.56 -24.56 -15.55
C -7.04 -23.51 -14.54
C -6.97 -22.11 -15.08
H -6.44 -28.62 -16.66
H -8.10 -29.10 -16.90
H -7.55 -28.88 -15.27
H -7.94 -26.63 -17.34
H -9.05 -26.94 -16.14
H -6.11 -26.26 -15.60
H -7.33 -26.34 -14.39
H -7.27 -24.18 -16.52
H -8.64 -24.46 -15.59
H -7.61 -23.60 -13.62
H -6.05 -23.86 -14.25
H -7.99 -21.72 -14.98
H -6.21 -21.49 -14.60
H -6.74 -22.15 -16.14
C 2.80 -18.93 -24.83
C 2.53 -20.11 -25.81
C 1.07 -20.37 -26.12
C 0.18 -20.68 -24.88
C -1.17 -21.45 -25.24
C -1.93 -22.03 -24.05
H 2.69 -17.94 -25.27
H 3.82 -19.05 -24.48
H 2.22 -18.83 -23.91
H 2.99 -19.85 -26.77
H 2.99 -21.02 -25.42
H 0.93 -21.15 -26.87
H 0.62 -19.57 -26.70
H 0.88 -21.25 -24.27
H -0.03 -19.73 -24.39
H -1.84 -20.80 -25.82
H -0.90 -22.29 -25.88
H -1.18 -22.47 -23.39
H -2.49 -21.21 -23.60
H -2.64 -22.83 -24.29
C -3.69 -21.99 -17.61
C -2.78 -23.18 -17.75
C -2.07 -23.43 -19.14
C -1.11 -22.18 -19.49
C -0.08 -22.49 -20.59
C 0.36 -21.21 -21.33
H -3.05 -21.13 -17.84
H -3.94 -21.97 -16.55
H -4.62 -21.92 -18.18
H -2.00 -22.98 -17.01
H -3.23 -24.14 -17.50
H -2.82 -23.67 -19.90
H -1.46 -24.33 -19.07
H -1.69 -21.27 -19.60
H -0.49 -22.00 -18.61
H 0.76 -22.89 -20.02
H -0.55 -23.17 -21.30
H 1.24 -21.28 -21.97
H -0.40 -20.87 -22.03
H 0.54 -20.40 -20.62
C 9.47 -17.90 -21.67
C 8.99 -19.33 -21.89
C 7.50 -19.43 -22.33
C 6.74 -20.66 -21.76
C 5.29 -20.73 -22.17
C 4.48 -21.58 -21.19
H 8.83 -17.38 -20.96
H 9.66 -17.27 -22.54
H 10.51 -17.95 -21.35
H 9.57 -19.91 -22.60
H 9.11 -19.83 -20.93
H 7.45 -19.32 -23.42
H 6.89 -18.57 -22.08
H 7.17 -21.63 -21.98
H 6.84 -20.60 -20.68
H 4.80 -19.75 -22.16
H 5.17 -21.09 -23.19
H 3.51 -21.86 -21.61
H 4.92 -22.47 -20.74
H 4.15 -21.02 -20.31
C 6.31 -24.70 -23.61
C 4.95 -25.23 -24.07
C 3.84 -24.77 -23.19
C 3.89 -25.43 -21.78
C 2.73 -25.06 -20.86
C 1.38 -25.49 -21.45
H 6.33 -23.63 -23.42
H 7.10 -24.86 -24.34
H 6.58 -25.20 -22.68
H 4.74 -24.98 -25.11
H 5.11 -26.28 -24.27
H 2.96 -25.10 -23.74
H 3.69 -23.69 -23.27
H 3.95 -26.49 -22.03
H 4.87 -25.24 -21.34
H 2.77 -25.57 -19.90
H 2.63 -24.01 -20.62
H 1.35 -26.57 -21.53
H 0.53 -25.25 -20.81
H 1.02 -25.04 -22.38